No. 1
Formula: C33H43BN8ReS3Se
Source: the OMol25 dataset
Level of theory: ωB97M-V with the def2-TZVPD basis set

XYZ file:
```
90
Properties=species:S:1:pos:R:3:forces:R:3
Re -0.3560 0.4750 0.3449 -0.2028 -0.3745 -0.3410
C 4.1630 -2.2877 0.9777 0.0051 -0.0019 0.0010
C 3.2624 -2.3579 -0.2147 -0.0324 -0.0014 -0.0241
C 3.5893 -2.9981 -1.3886 -0.0241 0.0117 0.0034
C 2.7217 -3.0009 -2.5094 0.0713 -0.0094 0.0055
N 1.5373 -2.4171 -2.4424 -0.0350 -0.0067 -0.0196
N 1.2152 -1.8178 -1.3001 0.0179 0.0082 0.1527
B -0.2101 -1.2852 -1.1744 0.0172 -0.0100 -0.0478
N -1.2233 -2.3676 -0.7557 -0.0336 0.0855 0.0168
N -0.9565 -3.6086 -1.1025 0.0076 -0.0311 -0.0056
C -1.9174 -4.5171 -0.9544 0.0071 0.0251 -0.0088
C -3.1781 -4.1388 -0.4493 0.0047 0.0091 0.0083
C -3.4531 -2.8394 -0.0625 -0.0323 -0.0171 0.0242
C -4.7861 -2.4194 0.4730 -0.0020 -0.0096 -0.0081
C -2.3796 -1.9612 -0.2345 0.0689 -0.0111 -0.0314
S -2.4436 -0.2384 0.1962 -0.2697 -0.0829 -0.0179
C -1.6251 -5.9427 -1.3612 0.0285 -0.0084 0.0294
C -2.6345 -6.3423 -2.4527 -0.0090 -0.0078 -0.0040
C -1.8069 -6.8416 -0.1240 -0.0031 0.0051 -0.0144
C -0.2021 -6.0786 -1.9004 -0.0116 -0.0029 -0.0036
N -0.6979 -0.6491 -2.5137 0.0266 0.0554 -0.0190
N -1.3193 -1.4670 -3.3349 -0.0005 -0.0147 0.0018
C -1.6503 -1.0258 -4.5450 0.0042 0.0115 0.0115
C -1.2878 0.2758 -4.9432 -0.0022 -0.0173 -0.0010
C -0.6665 1.1537 -4.0728 0.0051 0.0023 0.0095
C -0.3152 2.5618 -4.4330 0.0063 0.0045 0.0123
C -0.4100 0.6214 -2.8062 -0.0137 -0.0053 0.0118
S 0.2424 1.6138 -1.4844 0.1634 0.2407 -0.1745
C -2.4364 -1.9922 -5.4102 -0.0127 -0.0168 -0.0100
C -1.6022 -3.2682 -5.6015 -0.0103 -0.0012 -0.0016
C -3.7379 -2.3298 -4.6605 0.0087 -0.0033 -0.0025
C -2.7705 -1.3811 -6.7708 0.0008 -0.0016 -0.0042
C 2.0041 -1.7382 -0.2378 -0.0110 0.0072 -0.0875
S 1.4117 -0.7407 1.0891 0.1462 -0.0532 0.1055
C 3.1404 -3.6594 -3.8053 -0.0321 -0.0016 -0.0290
C 4.4069 -2.9469 -4.3138 0.0065 0.0012 0.0070
C 2.0348 -3.5585 -4.8533 0.0064 0.0011 0.0159
C 3.4508 -5.1393 -3.5200 -0.0006 0.0014 -0.0027
H 5.0547 -2.8896 0.8202 0.0008 0.0024 0.0022
H 4.4800 -1.2587 1.1625 0.0002 -0.0032 0.0012
H 3.6601 -2.6540 1.8745 0.0035 -0.0009 -0.0004
H 4.5468 -3.4969 -1.4715 0.0016 0.0013 0.0061
H -3.9493 -4.8933 -0.3498 -0.0020 0.0076 -0.0004
H -5.2475 -3.2351 1.0269 0.0026 0.0014 -0.0022
H -4.7215 -1.5518 1.1282 -0.0047 -0.0017 0.0079
H -5.4544 -2.1687 -0.3545 0.0054 0.0119 -0.0024
H -3.6659 -6.3223 -2.0971 0.0014 0.0073 -0.0052
H -2.5512 -5.6985 -3.3305 -0.0011 0.0050 -0.0035
H -2.4255 -7.3646 -2.7664 0.0005 0.0022 0.0031
H -2.8222 -6.8003 0.2737 0.0037 -0.0086 0.0025
H -1.6152 -7.8756 -0.4087 -0.0005 0.0024 0.0014
H -1.1064 -6.5773 0.6703 -0.0010 -0.0001 -0.0016
H -0.0468 -5.4517 -2.7810 0.0046 0.0014 0.0020
H 0.5422 -5.8138 -1.1469 0.0020 0.0017 -0.0008
H -0.0337 -7.1156 -2.1878 -0.0008 0.0025 0.0005
H -1.5259 0.6084 -5.9452 -0.0063 -0.0022 0.0033
H -0.5540 2.7631 -5.4743 0.0033 0.0012 -0.0006
H -0.8717 3.2720 -3.8169 -0.0023 -0.0010 -0.0012
H 0.7508 2.7483 -4.2861 -0.0035 0.0037 -0.0030
H -1.3501 -3.7206 -4.6408 0.0117 -0.0122 0.0074
H -2.1815 -3.9868 -6.1809 0.0011 0.0070 -0.0036
H -0.6802 -3.0651 -6.1484 -0.0033 0.0042 0.0080
H -3.5268 -2.8143 -3.7038 -0.0014 0.0035 -0.0061
H -4.3453 -1.4391 -4.4864 0.0027 0.0004 0.0002
H -4.3278 -3.0181 -5.2653 0.0036 0.0017 0.0009
H -1.8740 -1.1423 -7.3469 -0.0035 0.0017 0.0013
H -3.3376 -2.1053 -7.3536 -0.0005 -0.0018 0.0025
H -3.3912 -0.4867 -6.6827 0.0013 -0.0004 -0.0047
H 4.2209 -1.8896 -4.5111 0.0020 -0.0002 0.0024
H 5.2430 -3.0317 -3.6180 -0.0047 0.0039 0.0027
H 4.7205 -3.4112 -5.2482 -0.0023 -0.0016 -0.0007
H 1.8007 -2.5187 -5.0907 -0.0083 -0.0025 -0.0008
H 2.3694 -4.0442 -5.7690 0.0084 -0.0022 0.0047
H 1.1215 -4.0532 -4.5199 0.0008 0.0046 -0.0010
H 4.2711 -5.2679 -2.8124 -0.0020 -0.0025 -0.0046
H 2.5737 -5.6655 -3.1394 -0.0030 -0.0034 0.0030
H 3.7538 -5.6195 -4.4499 -0.0003 -0.0011 0.0035
Se 0.1073 2.9088 2.5934 0.0326 -0.1043 -0.0422
N -0.3062 1.0952 2.2321 0.0374 0.1585 0.5608
C -0.5610 0.4890 3.4320 0.0422 0.1267 -0.0456
C -0.9083 -0.8427 3.6602 0.0139 -0.0181 0.0027
C -1.1587 -1.2301 4.9661 -0.0089 -0.0228 0.0472
C -1.0821 -0.3494 6.0708 0.0015 -0.0084 -0.0228
C -0.7466 0.9597 5.8843 0.0033 -0.0107 0.0342
C -0.4766 1.3982 4.5569 0.0505 -0.0053 -0.1068
N -0.1395 2.6427 4.2783 -0.0424 0.0425 0.0186
H -0.9624 -1.5679 2.8608 0.0008 0.0103 -0.0280
H -1.4261 -2.2621 5.1590 0.0003 0.0024 -0.0172
H -1.2947 -0.7306 7.0606 0.0057 0.0316 0.0088
H -0.6813 1.6765 6.6933 -0.0109 -0.0164 0.0083
```
Positions in Å, forces in eV/Å.

Properties
**Net charge**: +4
**Multiplicity**: 2
**Gap between HOMO and LUMO (alpha / beta)**: 5.39 / 5.59 eV
**Molar mass**: 923.94 g/mol
**ΔE to the lowest compared entry with this formula, charge and spin**: 0.0000 eV

=====

No. 2
Formula: C33H43Br2F19N2O8P2S2
Source: the OMol25 dataset
Level of theory: ωB97M-V with the def2-TZVPD basis set

XYZ file:
```
111
Properties=species:S:1:pos:R:3:forces:R:3
C 2.1193 0.2010 8.4177 0.4077 1.1810 0.0469
C 0.9775 0.9312 7.5948 0.7338 1.2383 1.0272
O -0.2378 0.1651 7.4096 0.8723 -1.4956 -1.9025
P 0.0211 -1.3551 6.7883 -1.6684 -2.2739 2.2467
O 0.2579 -2.3456 7.8998 0.3890 1.4137 -1.5895
C 1.3587 -1.4517 5.5000 0.3986 0.8335 -0.4124
C 1.3593 -0.2550 4.4548 0.6834 0.7002 0.4157
C 1.5024 -0.6978 2.9462 -1.1371 -0.3124 0.6607
C 0.9184 0.3082 1.9030 -0.6674 -0.1864 -2.9545
C 0.5358 -0.1764 0.5588 0.1054 1.7471 1.7467
C 0.7373 -1.6808 0.1224 0.0739 1.0747 -0.1988
C 1.7561 -1.7411 -1.1296 -0.5793 0.5184 0.6538
P 3.4026 -2.4957 -0.6961 -0.7567 -5.0866 -0.2724
O 3.2698 -3.9993 -0.9493 0.3582 3.0502 0.4128
O 3.6137 -2.3131 0.9542 1.2418 0.8270 -2.5608
C 4.9074 -1.7589 1.3235 0.4503 0.8111 1.7275
C 4.7805 -0.1800 1.4241 -0.1395 -0.1479 0.3389
O 4.6888 -1.9727 -1.6296 -2.2312 0.9193 1.2125
C 4.3322 -0.9419 -2.5808 0.9646 1.8488 -1.0308
C 4.2462 0.5139 -1.9335 0.4204 -0.3542 -0.3911
C -0.0772 0.8155 -0.4509 0.4827 2.2933 1.2208
S -0.6281 0.2635 -2.1293 0.8394 0.2233 0.5714
C -0.2716 2.2411 -0.1779 0.4809 -1.2912 0.1128
C -0.8503 3.2710 -1.2013 -0.2304 0.6423 0.8454
C 0.2387 4.3068 -1.6954 0.1497 -0.5505 -0.0355
C -0.3108 5.4585 -2.6079 1.4577 -0.1773 -0.0369
F 0.7243 6.4288 -2.6800 -1.2204 -1.2610 -0.0440
Br -1.8755 6.4032 -1.8702 1.2842 -0.2158 -0.1669
C -0.5646 5.0206 -4.1266 0.7220 1.8951 -0.6913
F -0.5437 6.2103 -4.8693 -0.1566 -1.8405 0.8898
F 0.4959 4.2718 -4.6116 -1.7164 0.7337 0.8922
Br -2.3099 4.1875 -4.4381 1.0061 -0.0168 -0.0074
C 0.1169 2.7856 1.1771 0.4787 -1.8181 -0.2763
N 0.0388 4.0698 1.6289 0.4170 -2.0536 0.2028
S 0.6374 4.0789 3.1881 -0.2180 -2.7133 -2.1796
N 1.0244 2.4687 3.2976 -0.2804 -0.3192 -0.8527
C 0.7125 1.7709 2.1513 -0.2839 2.4704 0.6030
O -1.4540 -1.8074 6.1003 2.2646 1.1771 0.2609
C -1.3439 -3.0852 5.4276 -1.4194 -0.5243 -0.6597
C -2.7090 -3.8999 5.5915 0.9378 -0.4756 -0.3169
H 1.7605 -0.6267 9.0787 0.2236 0.5779 -0.9553
H 2.9616 -0.0891 7.7299 -0.8897 -0.1540 0.8270
H 2.5578 0.9864 9.1104 -0.4255 -0.8709 -0.8068
H 1.3722 1.3643 6.6234 -0.5194 -0.8021 0.9360
H 0.6783 1.8367 8.2054 -0.0204 -1.1455 -0.7483
H 2.3397 -1.4501 6.0643 -1.2294 -0.1943 -0.5076
H 1.2815 -2.4391 4.9722 -0.1239 0.7970 0.6794
H 0.4844 0.4328 4.6521 0.8137 -0.9146 -0.5388
H 2.2735 0.3736 4.6919 -1.1504 -0.5320 -0.2447
H 0.9008 -1.6539 2.8355 0.6862 1.0705 0.0638
H 2.5702 -0.9900 2.7673 -1.0281 0.4349 -0.0840
H 1.0868 -2.3060 0.9810 -0.3292 0.6154 -0.8959
H -0.2572 -2.0669 -0.2287 0.9766 0.2915 0.3173
H 1.8460 -0.6887 -1.5039 -0.0400 -1.1991 0.0506
H 1.2610 -2.4277 -1.8782 1.0817 0.8623 0.5304
H 5.7598 -2.1218 0.6931 -1.0042 0.3757 0.2797
H 5.1132 -2.1356 2.3720 -0.3532 0.1981 -1.2625
H 5.0477 0.1601 2.4689 -0.1033 -0.3047 -1.1949
H 5.4052 0.3831 0.6774 -0.6982 -0.6259 0.7699
H 3.6821 0.0690 1.3023 1.3181 -0.0984 -0.0808
H 5.2007 -0.8785 -3.3057 -0.9675 -0.3700 0.8248
H 3.4334 -1.1864 -3.2140 0.6965 -0.0141 0.9643
H 3.8737 1.2605 -2.6955 0.1885 -0.8987 0.7767
H 3.6060 0.5412 -1.0123 0.5220 0.0468 -0.9129
H 5.2915 0.8552 -1.6673 -1.1797 -0.4676 -0.1083
H 0.4088 0.7459 -2.9185 -0.6726 -0.2760 0.8421
H -1.3486 2.8064 -2.0886 0.5136 0.1808 1.0167
H -1.6251 3.8696 -0.6270 0.7345 -0.7438 -0.6886
H 1.0064 3.7107 -2.2806 -0.7568 0.9582 0.4483
H 0.7845 4.8029 -0.8422 -0.7867 -0.5049 -0.8156
H -0.4745 -3.6742 5.8221 -0.8299 0.4950 -0.4326
H -1.2606 -2.8661 4.3217 0.3542 -0.2523 1.1243
H -2.5808 -4.7469 6.3266 -0.2655 1.1023 -0.5843
H -3.5709 -3.2453 5.8758 0.9051 -0.5142 -0.2459
H -2.9108 -4.3846 4.5894 0.0137 0.5457 1.1099
F -8.1194 4.5255 -2.0091 -0.0288 0.1353 -0.0802
C -8.9723 5.4496 -2.4945 -0.5793 -0.5262 -0.0851
F -9.6427 4.8586 -3.5147 0.0486 0.2800 -0.0862
C -8.2477 6.6986 -2.9950 0.7643 0.2971 -0.3459
F -7.4361 6.4033 -4.0363 -0.1291 -0.1997 0.1404
F -9.1962 7.5497 -3.4872 -0.1857 -0.1847 0.3549
C -7.4463 7.4882 -1.9413 0.0735 0.8020 0.2062
O -6.0398 7.2502 -1.8893 -0.1838 -1.2215 0.0539
C -5.5905 6.1693 -1.1213 -0.8202 1.2743 0.2726
F -6.6067 5.6653 -0.3961 0.3760 -0.3014 0.0628
F -4.7121 6.6848 -0.2286 0.2626 -0.2901 -0.2112
C -4.8802 5.1116 -1.9673 0.2750 -0.4477 -0.6409
F -5.7017 4.6042 -2.9143 -0.0499 0.1891 0.1294
F -4.4809 4.0695 -1.1970 -0.0255 0.2668 0.2544
H -9.6989 5.6986 -1.7162 0.0582 0.1521 0.0090
H -7.5248 8.5378 -2.2319 0.0598 -0.1520 -0.1973
H -7.9041 7.4408 -0.9510 0.0022 -0.3019 -0.1160
H -4.0031 5.5331 -2.4676 -0.4492 -0.0025 0.1658
F -0.0594 -6.9370 -4.3897 0.0676 -0.1406 -0.0138
C 0.0591 -8.2587 -4.6238 -0.7327 -0.1282 0.1839
F -0.6346 -8.8885 -3.6427 0.2324 -0.1733 -0.0512
C 1.5165 -8.7199 -4.6169 0.8291 0.2027 0.3760
F 2.0759 -8.5388 -3.3998 -0.2642 0.0813 -0.0731
F 1.5172 -10.0694 -4.8344 -0.3295 0.1431 -0.2700
C 2.4324 -8.0967 -5.6891 0.5673 -0.2641 -0.5296
O 3.2549 -7.0042 -5.2809 -0.9902 0.5580 0.4614
C 2.6950 -5.7210 -5.3095 0.3576 -1.0388 -1.0020
F 1.4989 -5.7561 -5.9296 0.0316 0.4573 0.1726
F 3.5054 -4.9769 -6.0988 -0.0080 0.2233 0.3399
C 2.6271 -5.0852 -3.9196 0.1321 -0.0396 1.0814
F 1.8698 -5.8289 -3.0889 0.1001 -0.0946 -0.3040
F 2.0514 -3.8615 -3.9745 -0.0156 0.2274 -0.4898
H -0.4246 -8.4900 -5.5769 0.1413 -0.0446 -0.0656
H 3.1472 -8.8765 -5.9599 -0.0290 0.0215 0.2544
H 1.8969 -7.8788 -6.6156 -0.1859 0.1053 0.2398
H 3.6180 -4.9856 -3.4719 0.0579 -0.0183 -0.1590
```
Positions in Å, forces in eV/Å.

Properties
**Multiplicity**: 1
**SMILES**: CCOP(=O)(CCCc1c(CCP(=O)(OCC)OCC)c(S)c(CC[C@](F)(Br)C(F)(F)Br)c2nsnc12)OCC.FC(F)C(F)(F)COC(F)(F)C(F)F.FC(F)C(F)(F)COC(F)(F)C(F)F
**Gap between HOMO and LUMO**: 7.62 eV
**Molar mass**: 1242.57 g/mol